(1)
C17H24N2O2 | the ωB97M-V functional and the def2-TZVPD basis

Calculated values
LUMO level	0.8	eV
spin multiplicity	1
E_HOMO	-7.92	eV
ΔE to the lowest compared entry with this formula, charge and spin	54.0	kcal/mol
electronic energy	-922.162568	Eh
frontier orbital gap	0.32211	Eh
SMILES	COc1ccccc1OCCCCCc1c(C)n[nH]c1C

Element x y z (Å)
O (-1.69122, 1.36447, -1.12215)
O (-0.97775, -1.02056, -1.85086)
N (1.40925, -2.41949, 0.25228)
N (2.36388, -2.00895, -0.58771)
C (-2.27865, 0.33853, -0.44633)
C (-3.76537, -0.62027, 1.18905)
C (-1.56996, 2.62469, -0.49466)
C (-0.17702, 3.18511, -0.79106)
C (-1.89404, -0.96146, -0.84524)
C (0.96223, 1.90519, 1.10528)
C (2.13313, 0.98721, 1.47509)
C (-3.37989, -1.88689, 0.80803)
C (-0.59108, -2.29164, -2.31352)
C (1.20426, -1.41490, 1.08643)
C (2.78796, -0.75328, -0.31599)
C (-3.21866, 0.48984, 0.55928)
C (-2.45275, -2.05806, -0.21118)
C (2.05651, -0.32891, 0.77666)
C (0.93123, 2.21040, -0.39011)
C (3.83206, -0.08530, -1.13439)
C (0.19827, -1.50276, 2.17719)
H (-3.54501, 1.47665, 0.85127)
H (0.12608, -2.10523, -3.11219)
H (-2.15890, -3.05669, -0.48939)
H (-0.10311, -2.53781, 2.31047)
H (1.89319, 2.63410, -0.68865)
H (-2.34065, 3.30450, -0.88475)
H (3.38443, 0.40120, -2.00182)
H (4.34385, 0.67277, -0.54707)
H (-0.10071, 3.37998, -1.86179)
H (1.04705, 2.83764, 1.67026)
H (2.12274, 0.82249, 2.55632)
H (-3.79716, -2.75454, 1.29583)
H (-0.11518, -2.87410, -1.51777)
H (0.78385, 1.28021, -0.94069)
H (-0.68718, -0.91768, 1.92932)
H (-4.49423, -0.48074, 1.97295)
H (0.03547, 1.41233, 1.40094)
H (3.07378, 1.48063, 1.21880)
H (0.61361, -1.12174, 3.10884)
H (-0.06612, 4.13225, -0.25865)
H (4.56413, -0.81021, -1.48687)
H (-1.44404, -2.84652, -2.71896)
H (2.68700, -2.61953, -1.32038)
H (-1.70524, 2.53712, 0.58791)

(2)
C17H24N2O3 | the ωB97M-V functional and the def2-TZVPD basis

Calculated values
LUMO level	0.7	eV
spin multiplicity	1
E_HOMO	-8.57	eV
ΔE to the lowest compared entry with this formula, charge and spin	10.2	kcal/mol
electronic energy	-997.481045	Eh
frontier orbital gap	0.34053	Eh
SMILES	CCCCCCCOc1ccc([C@]2(C)NC(=O)NC2=O)cc1

Element x y z (Å)
O (0.81660, -1.36026, 0.38438)
O (-4.37422, -1.97943, 4.10656)
O (-5.26258, 2.49266, 4.16588)
N (-4.76505, 1.05263, 2.44294)
N (-4.79140, 0.24347, 4.48113)
C (-4.43586, -0.34299, 2.26975)
C (6.31274, 0.92986, -3.79111)
C (-3.02087, -0.56307, 1.76154)
C (5.59883, -0.23378, -3.11301)
C (-0.42239, -1.01620, 0.81809)
C (-5.46644, -1.05140, 1.38372)
C (-2.52548, -1.85933, 1.64761)
C (-4.97463, 1.41250, 3.72794)
C (-1.24920, -2.08226, 1.18359)
C (2.19454, 1.31354, -1.93720)
C (1.34966, 0.12139, -1.48845)
C (4.08631, -0.03491, -2.99882)
C (1.70567, -0.36391, -0.08108)
C (-0.91028, 0.27932, 0.94966)
C (-4.51989, -0.85271, 3.71797)
C (3.70114, 1.05415, -1.99982)
C (-2.19395, 0.49535, 1.42286)
H (-2.53897, 1.51292, 1.52838)
H (7.36915, 0.70256, -3.91463)
H (6.23119, 1.83942, -3.20184)
H (1.74901, 0.47862, 0.62052)
H (4.07223, 0.78503, -1.00917)
H (-0.30529, 1.13551, 0.69707)
H (-0.85791, -3.08324, 1.09738)
H (-4.89922, 0.22274, 5.48377)
H (1.85041, 1.62168, -2.92727)
H (1.46241, -0.70967, -2.18532)
H (5.88576, 1.11658, -4.77416)
H (5.78624, -1.14206, -3.69065)
H (6.01789, -0.38566, -2.11569)
H (-4.89140, 1.68883, 1.67566)
H (-5.33520, -2.12663, 1.45359)
H (0.29672, 0.41334, -1.50299)
H (3.64009, -0.98139, -2.68860)
H (-6.47313, -0.80022, 1.71142)
H (2.01577, 2.14801, -1.25357)
H (2.67987, -0.85840, -0.08545)
H (-5.33994, -0.74464, 0.34793)
H (-3.13560, -2.69569, 1.94805)
H (3.68223, 0.21798, -3.98193)
H (4.18444, 1.98972, -2.28664)

(3)
C17H24N4O4S2 | the ωB97M-V functional and the def2-TZVPD basis

Calculated values
LUMO level	0.2	eV
spin multiplicity	1
E_HOMO	-8.95	eV
ΔE to the lowest compared entry with this formula, charge and spin	49.4	kcal/mol
electronic energy	-1978.534863	Eh
frontier orbital gap	0.33689	Eh
SMILES	CCCN(CCC)S(=O)(=O)c1ccc(C(=O)Nc2nnc(CSC)o2)cc1

Element x y z (Å)
S (-0.15508, -2.44650, -0.62307)
S (-1.00784, 4.63132, 5.22540)
O (-1.94845, 3.79412, -2.47951)
O (-2.37636, 4.62911, 1.96911)
O (-1.07030, -3.29476, -1.33448)
O (0.04052, -2.67411, 0.77878)
N (-1.99717, 4.09082, -0.25996)
N (-2.11267, 2.48824, 1.52567)
N (1.34487, -2.42101, -1.37475)
N (-2.32875, 2.62199, 2.85212)
C (3.55926, -4.96887, 0.42850)
C (0.79461, -1.61629, -3.63398)
C (-2.48188, 3.87904, 3.10207)
C (-2.14260, 3.68316, 1.02936)
C (1.31205, -2.77498, -2.78282)
C (1.66710, -0.37445, -3.50384)
C (-0.27160, 1.57995, -0.44544)
C (-2.65373, 4.51151, 4.41646)
C (-1.81752, 3.30322, -1.38661)
C (-1.43874, 1.88757, -1.13925)
C (-1.85001, -0.44901, -1.50437)
C (-0.68596, -0.74145, -0.82260)
C (-0.75363, 2.87786, 5.59982)
C (0.10481, 0.25896, -0.29052)
C (-2.22276, 0.87304, -1.67688)
C (2.43662, -4.47864, -0.47678)
C (2.43923, -2.95277, -0.58787)
H (3.54687, -6.05371, 0.49537)
H (0.28480, 2.76660, 5.89273)
H (-2.19068, 5.07142, -0.43460)
H (1.73188, -0.07078, -2.46228)
H (-3.02345, 5.52875, 4.31380)
H (0.66782, -3.64875, -2.93414)
H (0.77202, -1.94361, -4.67546)
H (3.44207, -4.56107, 1.42935)
H (2.32943, -3.02591, -3.09096)
H (-0.96549, 2.29255, 4.70783)
H (1.24699, 0.44724, -4.07837)
H (4.52783, -4.65912, 0.04047)
H (1.46969, -4.78295, -0.07222)
H (2.54424, -4.92103, -1.46960)
H (2.67167, -0.57490, -3.87003)
H (0.34396, 2.37100, -0.04550)
H (-3.11995, 1.12508, -2.22114)
H (-0.22688, -1.38477, -3.33352)
H (1.00154, -0.01062, 0.24380)
H (-1.40692, 2.58545, 6.41713)
H (-3.30043, 3.91631, 5.05785)
H (2.33423, -2.52482, 0.41002)
H (3.37632, -2.59757, -1.02870)
H (-2.44155, -1.26184, -1.89639)

(4)
C17H24N4O4S2 | the ωB97M-V functional and the def2-TZVPD basis

Calculated values
LUMO level	0.3	eV
spin multiplicity	1
E_HOMO	-8.84	eV
ΔE to the lowest compared entry with this formula, charge and spin	49.1	kcal/mol
electronic energy	-1978.535310	Eh
frontier orbital gap	0.33452	Eh
SMILES	CCCCN(CC)S(=O)(=O)c1ccc(C(=O)Nc2nnc(CSC)o2)cc1

Element x y z (Å)
S (3.56639, 2.68302, 0.20252)
S (-2.15366, 1.63505, -0.31622)
O (1.15482, -4.13312, 1.20484)
O (-2.37298, 1.66042, -1.73396)
O (2.64567, -0.61087, -0.41691)
O (-1.59158, 2.78783, 0.32264)
N (4.63943, -1.53200, -0.29928)
N (2.81526, -2.80855, 0.47519)
N (4.77908, -0.29436, -0.82152)
N (-3.57990, 1.26942, 0.42382)
C (-5.30281, -1.76360, -1.12098)
C (0.53669, -0.83302, 1.42818)
C (3.60416, 0.23858, -0.88338)
C (3.37406, -1.68918, -0.06430)
C (-1.06333, -0.82887, -0.84524)
C (3.25140, 1.61376, -1.25787)
C (-3.77646, 1.65868, 1.79650)
C (-0.24062, -1.91182, -0.58765)
C (1.49112, -3.05642, 0.78403)
C (-1.07710, 0.23753, 0.03161)
C (-4.57260, 0.52597, -0.30739)
C (0.56903, -1.90626, 0.54254)
C (-4.60193, -0.97900, -0.00892)
C (5.37966, 2.67660, 0.15773)
C (-0.28960, 0.24606, 1.16676)
C (-4.43157, -1.94208, -2.35876)
C (-3.50771, 0.55283, 2.81753)
H (-1.67663, -0.78250, -1.73056)
H (-3.54956, -2.53132, -2.11628)
H (5.71842, 3.10802, 1.09332)
H (-5.12784, -1.15233, 0.93130)
H (5.72714, 1.65049, 0.06148)
H (5.72272, 3.27962, -0.67816)
H (-4.80124, 2.02828, 1.91236)
H (2.18943, 1.69662, -1.47856)
H (-4.98501, -2.46194, -3.13730)
H (3.86247, 1.97433, -2.08237)
H (3.47407, -3.56066, 0.64592)
H (-4.33297, 0.69000, -1.35862)
H (-3.52953, 0.97595, 3.81864)
H (-6.22647, -1.24832, -1.39276)
H (-3.57971, -1.34481, 0.10718)
H (-2.53126, 0.10584, 2.64934)
H (-5.57518, -2.75014, -0.73967)
H (-4.11018, -0.98199, -2.75479)
H (-5.55821, 0.96199, -0.11002)
H (-0.30908, 1.11108, 1.81075)
H (-0.20878, -2.75175, -1.26537)
H (-3.08908, 2.48969, 1.96560)
H (-4.25967, -0.22866, 2.76010)
H (1.16641, -0.83773, 2.30551)